No. 1
This record from OMol25 describes a molecular structure, C7H11BNO4 in a non-equilibrium geometry. The level of theory is ωB97M-V/def2-TZVPD.

For the orbital gap, the calculation gives 7.0374 eV. The value obtained for the lowest unoccupied orbital energy is 2.814 eV. The net charge is -1. For the HOMO energy, the calculation gives -4.22 eV.

Each line ends with the Mulliken charge.
Cartesian coordinates (Å):
B  -1.0318  -0.7861  1.0232  0.62
C  -3.0968  1.5156  1.1046  -0.32
C  3.5513  -0.1096  -0.9709  0.61
C  -0.9646  0.6078  -1.1406  -0.70
C  0.3994  -0.0062  -1.2878  -1.06
C  -1.8318  -0.3132  -0.2001  -0.19
C  1.1648  -0.0921  0.1191  0.37
C  2.4269  -0.8648  0.0219  -0.93
N  -3.3446  0.6328  0.3219  -0.49
O  4.2632  -0.8703  -1.5833  -0.71
O  3.4437  1.1050  -0.9777  -0.69
O  0.2911  -0.6361  1.1276  -0.50
O  -1.7237  -1.4535  2.0034  -0.55
H  -3.8744  1.9270  1.6905  0.30
H  -2.0992  1.7630  1.4442  0.20
H  -0.7339  1.5035  -0.7350  0.40
H  -1.5803  0.7619  -2.0404  0.36
H  0.6018  -1.0249  -1.5831  0.53
H  0.9201  0.7196  -1.8921  0.37
H  -2.3122  -1.1461  -0.6008  0.29
H  1.5125  0.8812  0.3939  0.27
H  2.3728  -1.9328  -0.1895  0.27
H  2.9951  -0.8759  1.0100  0.25
H  -1.3494  -1.3057  2.9411  0.29

Forces on atoms 1 to 2 (eV/Å):
0.099 -0.069 0.604
1.782 1.588 2.596

---

No. 2
This record from OMol25 describes a molecular structure, C4H8O2. The level of theory is ωB97M-V/def2-TZVPD.

For the orbital gap, the calculation gives 8.8717 eV. The value obtained for the lowest unoccupied orbital energy is 0.793 eV. For the HOMO energy, the calculation gives -8.08 eV.

Each line ends with the Mulliken charge.
Cartesian coordinates (Å):
O  -1.8713  -0.0852  -1.3112  -0.50
C  -0.5938  -0.3279  -0.8191  -0.18
C  0.1516  0.8969  -0.3200  -0.51
C  1.1091  0.5064  0.8017  -0.55
O  0.3544  -0.3564  1.6450  -0.27
C  -0.0651  -1.4647  0.9848  -0.69
H  -2.3586  0.4395  -0.6610  0.35
H  -0.0686  -0.9119  -1.5748  0.40
H  -0.5793  1.6173  0.0689  0.35
H  0.6815  1.3760  -1.1497  0.26
H  1.4421  1.3641  1.3917  0.37
H  1.9858  -0.0299  0.4070  0.33
H  0.7577  -1.8592  0.3538  0.24
H  -0.9455  -1.1651  0.1831  0.39

Forces on atoms 1 to 2 (eV/Å):
-0.150 0.070 0.203
0.336 0.031 -0.133

---

No. 3
This record from OMol25 describes a molecular structure, C12H10N3O6PdSe in a non-equilibrium geometry. The level of theory is ωB97M-V/def2-TZVPD.

For the orbital gap (spin up / spin down), the calculation gives 6.9302 / 6.5262 eV. The value obtained for the lowest unoccupied orbital energy (spin up / spin down) is 1.696 / 1.253 eV. The net charge is -1. For the HOMO energy (spin up / spin down), the calculation gives -5.23 / -5.27 eV.

Each line ends with the Mulliken charge.
Cartesian coordinates (Å):
Pd  0.2213  0.6037  0.6031  0.39
C  -1.3816  -2.9736  0.4494  -1.28
C  -2.1088  -1.8096  -0.1256  0.12
N  -1.5972  -0.5999  -0.1962  -0.06
C  -2.5291  0.2166  -0.7669  0.35
C  -3.6482  -0.5175  -1.0454  0.28
N  -3.3532  -1.8000  -0.6477  -0.02
C  -4.9456  -0.1882  -1.6666  0.47
O  -5.1176  1.0705  -1.9703  -0.59
O  -5.7729  -1.0612  -1.8524  -0.68
C  -2.2455  1.6804  -0.9325  0.72
O  -3.1530  2.3824  -1.4402  -0.79
O  -1.1117  2.0575  -0.5662  -0.73
H  -0.6375  -2.5777  1.1377  0.23
H  -0.8608  -3.5256  -0.3353  0.25
H  -2.0490  -3.6499  0.9820  0.39
H  -4.0108  -2.5581  -0.7290  0.21
H  -4.2954  1.6485  -1.6956  0.48
O  -0.8796  0.6506  2.8004  -0.58
C  0.1856  1.1432  3.2048  0.21
O  1.1807  1.4431  2.4821  -0.57
H  0.2981  1.3369  4.2903  0.38
Se  1.8660  -1.0678  0.1532  -0.21
C  3.4189  0.0138  -0.0413  0.39
C  4.6703  -0.5709  -0.2221  -0.44
C  5.7742  0.2448  -0.4004  -0.29
N  5.7263  1.5737  -0.3934  -0.61
C  4.5298  2.1265  -0.2001  -0.49
C  3.3590  1.4081  -0.0297  -0.04
H  4.7781  -1.6482  -0.2213  0.33
H  6.7581  -0.1886  -0.5546  0.32
H  4.5085  3.2114  -0.1869  0.34
H  2.4225  1.9251  0.1167  0.49

Forces on atoms 1 to 2 (eV/Å):
-0.699 -0.625 0.110
-0.086 0.067 -0.148

---

No. 4
This record from OMol25 describes a molecular structure, C21H20AsBr2N2O6OsSSi. The level of theory is ωB97M-V/def2-TZVPD.

For the orbital gap (spin up / spin down), the calculation gives 5.7839 / 6.0126 eV. The value obtained for the lowest unoccupied orbital energy (spin up / spin down) is -3.216 / -6.170 eV. Its spin multiplicity is 5. The net charge is +1. For the HOMO energy (spin up / spin down), the calculation gives -9.00 / -12.18 eV.

Each line ends with the Mulliken charge.
Cartesian coordinates (Å):
Os  0.1912  0.2409  -0.7601  1.37
Br  6.7524  1.0230  -1.5857  -0.12
C  4.9080  0.7764  -1.3998  -0.02
C  4.4085  -0.5336  -1.1874  -0.74
C  3.0680  -0.6884  -1.0399  -0.31
N  2.2060  0.3616  -1.0998  0.01
C  2.6758  1.6385  -1.3324  0.89
C  4.0642  1.8436  -1.4713  -0.90
C  1.6839  2.6354  -1.4067  0.75
C  1.9080  4.0149  -1.5959  -0.82
C  0.8460  4.8621  -1.6824  -0.02
Br  1.1204  6.6936  -1.9436  -0.12
C  -0.4858  4.3749  -1.5750  -0.71
C  -0.6713  3.0497  -1.3636  -0.21
N  0.3787  2.1818  -1.2822  0.08
H  5.0672  -1.3864  -1.1430  0.45
H  2.6272  -1.6601  -0.8637  0.51
H  4.4506  2.8372  -1.6410  0.49
H  2.9170  4.3912  -1.6738  0.48
H  -1.3331  5.0369  -1.6606  0.45
H  -1.6531  2.6115  -1.2577  0.41
O  -4.2902  -0.3806  -0.1183  -0.58
As  -2.6905  -1.0490  -0.0626  0.99
O  -2.2217  -1.5279  1.4058  -0.66
O  -1.7179  0.3000  -0.6785  -0.59
C  -2.8137  -2.2759  -1.5414  -0.06
C  -4.0729  -2.8211  -1.7418  -0.61
C  -4.2906  -3.7408  -2.7645  -0.66
C  -3.2581  -4.1239  -3.5961  -0.66
C  -1.9858  -3.5967  -3.4102  -0.71
C  -1.7744  -2.6807  -2.3939  0.60
S  -0.1427  -2.0686  -2.2553  1.38
O  0.7855  -2.9692  -2.8299  -0.59
O  -0.0893  -0.6558  -2.7483  -0.64
O  0.0555  -1.8195  -0.7447  -0.75
H  -4.5398  -0.0772  0.7663  0.35
H  -4.8924  -2.5247  -1.1029  0.55
H  -5.2796  -4.1564  -2.9019  0.41
H  -3.4315  -4.8395  -4.3877  0.41
H  -1.1609  -3.9013  -4.0390  0.51
C  -1.5775  0.4300  4.5130  -0.89
Si  0.2087  0.0903  4.1763  -0.02
C  1.3745  1.2267  5.0562  -0.96
C  0.6419  -1.7005  4.3312  -0.94
C  0.4149  0.4306  2.3252  1.50
C  0.4209  0.4997  1.0845  -1.15
H  -1.8099  0.2244  5.5602  0.35
H  -2.1935  -0.2206  3.8884  0.25
H  -1.8424  1.4678  4.3065  0.33
H  1.3140  1.0671  6.1348  0.33
H  1.1470  2.2754  4.8614  0.32
H  2.4031  1.0336  4.7462  0.32
H  0.5105  -2.0133  5.3702  0.35
H  1.6781  -1.8929  4.0499  0.32
H  -0.0088  -2.3142  3.7065  0.31

Forces on atoms 1 to 2 (eV/Å):
-0.235 0.337 0.561
0.053 0.003 -0.008

---

No. 5
This record from OMol25 describes a molecular structure, C41H48Cl2F6N10O5PbS2Sb. The level of theory is ωB97M-V/def2-TZVPD.

For the orbital gap (spin up / spin down), the calculation gives 6.8235 / 6.2232 eV. The value obtained for the lowest unoccupied orbital energy (spin up / spin down) is 3.197 / 2.446 eV. Its spin multiplicity is 2. The net charge is -2. For the HOMO energy (spin up / spin down), the calculation gives -3.63 / -3.78 eV.

Each line ends with the Mulliken charge.
Cartesian coordinates (Å):
Pb  -1.4480  0.5338  -0.6748  1.96
C  -2.2476  0.1742  -7.2707  -1.27
C  -1.4363  0.8945  -6.2006  -0.38
N  -2.2521  1.3814  -5.1088  0.02
C  -2.4581  0.6983  -3.9591  0.00
S  -3.2649  1.5778  -2.6898  -0.73
N  -2.0608  -0.5559  -3.9499  -0.85
N  -2.1487  -1.1427  -2.7275  0.96
C  -2.1198  -2.4222  -2.6849  0.03
C  -2.0218  -3.2958  -3.9032  -1.55
C  -2.2555  -3.0513  -1.3497  0.74
C  -2.0639  -4.4239  -1.1885  -0.75
C  -2.2907  -4.9970  0.0509  -0.56
C  -2.7153  -4.1905  1.0905  -0.98
C  -2.8442  -2.8298  0.8499  -0.10
N  -2.6077  -2.2636  -0.3268  0.03
H  -1.5926  -0.2269  -8.0478  0.36
H  -2.9663  0.8476  -7.7416  0.33
H  -2.7977  -0.6522  -6.8198  0.28
H  -0.9038  1.7488  -6.6253  0.49
H  -0.6908  0.2230  -5.7773  0.20
H  -2.5896  2.3277  -5.1183  0.30
H  -2.2451  -2.7043  -4.7861  0.26
H  -2.7120  -4.1380  -3.8376  0.42
H  -1.0112  -3.7019  -4.0175  0.29
H  -1.7423  -5.0314  -2.0225  0.36
H  -2.1427  -6.0603  0.1968  0.39
H  -2.9299  -4.5855  2.0737  0.46
H  -3.1681  -2.1737  1.6465  0.40
O  -6.4923  0.3902  4.7923  -0.72
C  -6.7460  0.7714  3.6355  0.49
O  -7.8299  1.0724  3.0996  -0.74
C  -5.5152  0.8787  2.6991  0.04
C  -5.6006  1.5227  1.4729  -1.07
C  -4.5000  1.5498  0.6357  -0.25
N  -3.3416  0.9624  0.9470  0.38
C  -3.2355  0.3680  2.1472  0.19
C  -4.2896  0.3173  3.0416  -0.82
C  -1.8989  -0.2764  2.4974  -0.19
O  -1.7516  -0.7583  3.6179  -0.75
O  -1.0162  -0.2861  1.5664  0.34
H  -6.5402  1.9716  1.1822  0.46
H  -4.5458  2.0330  -0.3324  0.33
H  -4.1653  -0.1608  4.0023  0.64
F  -1.4603  5.9025  -1.3694  -0.60
Sb  -0.3526  7.4387  -1.4298  2.45
F  0.3248  7.0365  0.2820  -0.57
F  1.0266  6.3716  -2.2284  -0.61
F  0.7914  8.9408  -1.5479  -0.57
F  -0.9830  7.7596  -3.1902  -0.57
F  -1.7243  8.5065  -0.6985  -0.56
Cl  0.9016  3.6179  -0.2520  -0.01
C  -0.0033  2.4290  0.5750  -0.55
H  -0.8434  2.8098  1.1459  0.51
H  0.6188  1.6881  1.0562  0.04
N  -0.5689  3.6194  -3.2356  0.14
C  0.6143  3.0253  -3.4334  0.18
S  0.7872  1.3669  -3.2367  -0.37
N  1.6169  3.9041  -3.7181  0.10
C  2.9633  3.7189  -4.0520  0.67
C  3.5106  2.5339  -4.5399  -0.47
C  4.8581  2.4885  -4.8702  -0.70
C  5.6756  3.5995  -4.7332  -0.43
C  5.1245  4.7818  -4.2558  -0.58
C  3.7853  4.8420  -3.9180  -0.45
H  -1.3623  3.0459  -2.9619  -0.05
H  -0.6394  4.6082  -3.0440  0.05
H  1.3759  4.8704  -3.5354  0.04
H  2.8860  1.6630  -4.6492  0.41
H  5.2692  1.5584  -5.2443  0.35
H  6.7257  3.5463  -4.9908  0.36
H  5.7404  5.6647  -4.1378  0.36
H  3.3622  5.7626  -3.5318  0.42
C  2.4399  -5.5662  2.2007  -2.31
C  1.9271  -4.3576  2.9967  2.96
C  1.7889  -4.7730  4.4685  -1.98
C  0.5249  -4.0287  2.4585  -2.34
C  2.9520  -3.1839  2.8913  2.47
O  4.2596  -3.6591  3.2916  -0.73
C  2.6849  -1.9646  3.8020  -1.78
C  1.3037  -1.3156  3.9417  1.53
C  1.4097  -0.0024  4.6779  -0.54
C  0.9393  1.1696  4.0979  0.52
C  1.0446  2.3919  4.7462  -1.37
C  1.6258  2.4356  6.0004  0.45
Cl  1.7733  3.9625  6.8330  -0.25
C  2.0882  1.2844  6.6144  -0.99
C  1.9758  0.0744  5.9477  -0.06
C  3.3136  -2.7833  1.4462  -3.05
N  2.2662  -2.3758  0.5333  1.16
C  1.5720  -1.2365  0.4546  -0.68
N  0.7945  -1.2468  -0.6077  0.14
C  1.0663  -2.4486  -1.1702  -0.88
N  1.9519  -3.1691  -0.5211  -1.01
H  1.8193  -6.4352  2.4313  0.49
H  3.4742  -5.8049  2.4481  0.42
H  2.3663  -5.3888  1.1263  0.38
H  1.0508  -5.5732  4.5460  0.49
H  1.4479  -3.9538  5.1016  0.25
H  2.7247  -5.1664  4.8772  0.47
H  -0.1041  -4.9095  2.6129  0.76
H  0.5281  -3.8330  1.3884  0.13
H  0.0350  -3.1941  2.9539  0.40
H  4.2219  -3.8528  4.2333  0.59
H  3.4085  -1.2003  3.5001  0.15
H  3.0052  -2.2649  4.8056  0.51
H  0.6231  -1.9645  4.4957  0.49
H  0.8056  -1.1408  2.9898  -0.86
H  0.4545  1.1140  3.1318  -0.01
H  0.6715  3.2967  4.2862  0.51
H  2.5251  1.3389  7.6023  0.39
H  2.3282  -0.8259  6.4389  0.34
H  3.7872  -3.6379  0.9717  0.41
H  4.0574  -1.9885  1.5113  0.43
H  1.6381  -0.4497  1.1866  0.81
H  0.6045  -2.7891  -2.0824  0.71

Forces on atoms 1 to 2 (eV/Å):
-0.230 -0.411 -0.173
-0.004 -0.016 0.007